# 1
ORCA calculation (ωB97M-V with the def2-TZVPD basis set) on a structure of composition C28H24CuN8.

Geometry (Å):
Cu  2.200  -0.511  -0.484
C  5.222  -1.135  0.610
N  4.743  -0.662  -0.672
C  5.200  0.633  -1.136
C  4.067  1.617  -1.229
N  2.804  1.284  -1.258
C  2.095  2.466  -1.462
C  0.736  2.702  -1.654
C  0.333  4.008  -1.851
C  1.248  5.068  -1.865
C  2.602  4.850  -1.706
C  3.004  3.534  -1.520
N  4.250  2.954  -1.363
C  4.106  -1.237  1.612
N  2.840  -1.297  1.291
C  2.148  -1.512  2.480
C  0.798  -1.746  2.729
C  0.411  -1.944  4.040
C  1.335  -1.921  5.092
C  2.682  -1.725  4.861
C  3.067  -1.539  3.540
N  4.303  -1.355  2.947
H  6.005  -0.484  1.006
H  5.664  -2.130  0.508
H  4.786  -1.367  -1.387
H  5.649  0.547  -2.129
H  5.972  1.038  -0.477
H  0.028  1.887  -1.670
H  -0.715  4.222  -2.013
H  0.887  6.075  -2.018
H  3.315  5.664  -1.733
H  5.131  3.437  -1.400
H  0.085  -1.794  1.920
H  -0.630  -2.140  4.263
H  0.985  -2.075  6.104
H  3.402  -1.727  5.669
H  5.189  -1.364  3.423
N  -4.831  -0.229  -0.228
C  -6.121  -0.544  -0.575
C  -7.353  -0.093  -0.110
C  -8.470  -0.643  -0.701
C  -8.365  -1.607  -1.717
C  -7.145  -2.053  -2.175
C  -5.996  -1.511  -1.592
N  -4.668  -1.759  -1.837
C  -4.001  -0.990  -1.021
C  -2.548  -0.931  -0.941
C  -1.763  -1.745  -1.755
C  -0.388  -1.672  -1.661
N  0.248  -0.850  -0.822
C  -0.504  -0.062  -0.040
C  -1.881  -0.070  -0.064
H  -4.564  0.433  0.476
H  -7.423  0.652  0.673
H  -9.452  -0.326  -0.374
H  -9.274  -2.007  -2.148
H  -7.063  -2.794  -2.958
H  -2.243  -2.422  -2.448
H  0.240  -2.298  -2.282
H  0.028  0.605  0.629
H  -2.411  0.597  0.601

Output
Total charge: +1
Orbital gap: 7.9 eV
Strongest force on any atom: 0.0107 hartree/bohr
Calculated total energy: -3159.862846 Ha
Energy relative to the best compared isomer or geometry (same formula, charge and spin): 6.4 kcal/mol


# 2
ORCA calculation (ωB97M-V with the def2-TZVPD basis set) on an isolated molecule of CH2N2O2S2 in a non-equilibrium geometry.

Geometry (Å):
N  -0.103  -0.465  1.406
S  0.126  0.940  0.613
O  1.392  1.522  0.920
O  -1.046  1.756  0.570
N  0.090  -0.059  -1.128
C  -0.040  -0.644  -2.236
S  -0.156  -1.438  -3.704
H  0.579  -0.517  2.163
H  -0.842  -1.094  1.396

Output
Total charge: 0
Orbital gap: 8.3 eV
Strongest force on any atom: 0.0875 hartree/bohr
SMILES string: NS(=O)(=O)N=C=S
Calculated total energy: -1095.581577 Ha
Energy relative to the best compared isomer or geometry (same formula, charge and spin): 42.8 kcal/mol


# 3
ORCA calculation (ωB97M-V with the def2-TZVPD basis set) on a structure of composition C22H17F6IN5O5PbS4.

Geometry (Å):
Pb  -0.558  -0.729  0.372
S  1.550  0.413  4.417
C  -0.078  0.060  4.917
C  -0.630  0.109  6.195
C  -1.965  -0.211  6.324
C  -2.743  -0.571  5.214
C  -2.199  -0.620  3.948
C  -0.851  -0.301  3.813
N  -0.131  -0.278  2.626
C  1.114  0.068  2.792
C  2.025  0.141  1.643
C  3.373  0.441  1.804
C  4.202  0.512  0.697
C  3.691  0.277  -0.566
C  2.344  -0.032  -0.744
C  1.517  -0.086  0.362
H  -0.038  0.387  7.054
H  -2.422  -0.182  7.303
H  -3.787  -0.809  5.353
H  -2.801  -0.886  3.091
H  3.781  0.621  2.791
H  5.249  0.746  0.826
H  4.345  0.328  -1.426
H  1.956  -0.223  -1.729
C  -5.304  -3.125  -0.601
C  -4.013  -3.861  -0.442
C  -3.930  -5.230  -0.694
C  -2.719  -5.853  -0.504
N  -1.637  -5.178  -0.089
C  -1.843  -3.891  0.106
S  -0.368  -3.101  0.737
N  -2.939  -3.172  -0.043
H  -6.122  -3.722  -0.196
H  -5.516  -2.956  -1.658
H  -5.269  -2.171  -0.081
H  -4.801  -5.781  -1.016
H  -2.588  -6.913  -0.680
N  -0.985  1.480  -3.181
C  -0.703  0.187  -3.056
O  -0.539  -0.355  -1.952
C  -0.494  -0.596  -4.319
I  -1.569  -2.423  -4.326
H  -1.194  2.042  -2.360
H  -1.170  1.877  -4.086
H  0.559  -0.862  -4.391
H  -0.791  -0.040  -5.203
F  -2.815  2.315  2.874
C  -2.295  3.218  2.063
F  -1.320  3.850  2.692
F  -3.208  4.082  1.674
S  -1.518  2.397  0.547
O  -1.926  3.137  -0.605
O  -0.134  2.220  0.854
N  -2.139  0.850  0.521
S  -3.774  0.693  0.322
O  -4.177  -0.473  1.034
O  -4.367  1.972  0.517
C  -4.009  0.325  -1.474
F  -3.673  1.380  -2.206
F  -3.260  -0.707  -1.846
F  -5.285  0.038  -1.686

Output
Total charge: +1
Orbital gap: 7.0 eV
Strongest force on any atom: 0.0133 hartree/bohr
Calculated total energy: -4180.829558 Ha
Energy relative to the best compared isomer or geometry (same formula, charge and spin): 0.0 kcal/mol


# 4
ORCA calculation (ωB97M-V with the def2-TZVPD basis set) on a cluster of 3 separate species, C20H43Br2FNO14P2S2 in total in a non-equilibrium geometry.

Geometry (Å):
C  3.303  -1.503  2.432
C  2.470  -2.275  1.410
O  3.396  -2.870  0.450
P  2.844  -3.199  -1.003
O  3.649  -4.268  -1.586
C  1.120  -3.758  -0.968
C  0.044  -2.662  -0.901
C  -1.327  -3.100  -0.377
C  -1.439  -3.284  1.132
C  -1.471  -1.973  1.936
O  -1.218  -0.854  1.134
C  -2.059  0.250  1.437
C  -1.571  1.056  2.666
O  -0.412  0.808  3.083
O  -2.399  1.895  3.076
C  -2.058  1.184  0.200
Br  -0.183  1.335  -0.404
C  -2.959  0.520  -0.889
C  -2.411  0.516  -2.302
Br  -4.639  1.554  -0.883
N  -0.414  -4.172  1.671
F  -0.799  -4.533  2.983
P  -3.103  -4.120  1.477
O  -4.048  -3.345  0.370
O  -2.899  -5.624  0.824
O  2.987  -1.922  -1.966
C  2.775  -0.619  -1.368
C  3.399  0.401  -2.303
H  3.015  -0.458  2.378
H  4.352  -1.539  2.168
H  3.106  -1.810  3.450
H  1.817  -1.552  0.934
H  1.853  -3.022  1.886
H  1.036  -4.515  -0.199
H  1.005  -4.271  -1.915
H  -0.115  -2.326  -1.923
H  0.340  -1.783  -0.345
H  -1.662  -3.993  -0.912
H  -2.013  -2.306  -0.630
H  -0.694  -2.033  2.696
H  -2.408  -1.890  2.488
H  -3.086  -0.098  1.544
H  -2.427  2.152  0.486
H  -3.222  -0.473  -0.570
H  -2.047  1.501  -2.557
H  -3.235  0.313  -2.980
H  -1.647  -0.243  -2.410
H  -0.443  -5.049  1.154
H  -4.954  -3.479  0.658
H  -2.754  -5.580  -0.132
H  3.265  -0.511  -0.408
H  1.709  -0.431  -1.320
H  4.390  0.028  -2.546
H  3.504  1.352  -1.797
H  2.844  0.485  -3.229
O  6.835  1.931  1.322
S  7.425  0.629  1.325
O  6.968  -0.388  2.217
O  9.005  0.782  1.477
C  9.500  1.522  2.610
C  9.380  0.750  3.910
C  7.417  -0.021  -0.310
H  8.991  2.485  2.671
H  10.548  1.720  2.393
H  8.339  0.587  4.180
H  9.858  1.303  4.720
H  9.852  -0.228  3.819
H  7.794  0.734  -0.994
H  6.385  -0.270  -0.549
H  8.032  -0.917  -0.334
O  -6.860  3.395  -3.132
S  -6.892  4.491  -2.216
O  -7.215  4.284  -0.842
O  -7.856  5.618  -2.810
C  -9.201  5.236  -3.148
C  -10.077  5.034  -1.927
C  -5.388  5.394  -2.317
H  -9.183  4.344  -3.777
H  -9.592  6.053  -3.753
H  -9.741  4.186  -1.333
H  -11.108  4.847  -2.231
H  -10.049  5.914  -1.285
H  -5.155  5.580  -3.361
H  -4.619  4.776  -1.858
H  -5.500  6.325  -1.767

Output
Total charge: -1
Orbital gap: 7.1 eV
Strongest force on any atom: 0.0390 hartree/bohr
Calculated total energy: -8623.057982 Ha


# 5
ORCA calculation (ωB97M-V with the def2-TZVPD basis set) on a structure of composition C45H35AuClN3O6S2 in a non-equilibrium geometry.

Geometry (Å):
Au  0.045  -0.155  -0.208
C  3.050  8.170  -0.344
C  2.349  6.859  -0.313
C  2.994  5.707  0.142
C  2.349  4.485  0.159
C  1.035  4.417  -0.275
C  0.378  5.542  -0.756
C  1.034  6.757  -0.769
S  0.035  2.916  -0.188
O  0.925  1.791  -0.658
C  0.095  2.728  1.614
C  1.117  1.994  2.217
C  1.109  1.821  3.579
C  0.093  2.386  4.379
C  0.057  2.203  5.779
C  -0.957  2.740  6.535
C  -1.964  3.501  5.927
C  -1.962  3.702  4.569
C  -0.942  3.146  3.764
C  -0.932  3.282  2.354
C  -2.025  3.923  1.601
C  -2.108  5.324  1.439
C  -1.229  6.208  2.101
C  -1.333  7.558  1.902
C  -2.284  8.072  1.006
C  -3.136  7.233  0.335
C  -3.086  5.838  0.543
C  -3.963  4.949  -0.115
C  -3.899  3.595  0.093
C  -2.919  3.096  0.952
S  -2.619  1.335  1.226
O  -1.787  1.000  -0.011
C  -4.226  0.612  0.872
C  -4.450  -0.053  -0.322
C  -5.645  -0.721  -0.506
C  -6.611  -0.742  0.501
C  -7.880  -1.504  0.320
C  -6.361  -0.060  1.690
C  -5.168  0.610  1.892
H  3.724  8.279  0.502
H  2.339  8.992  -0.352
H  3.650  8.242  -1.251
H  4.012  5.777  0.494
H  2.856  3.599  0.507
H  -0.641  5.465  -1.108
H  0.530  7.638  -1.140
H  1.884  1.540  1.612
H  1.885  1.237  4.047
H  0.841  1.629  6.247
H  -0.984  2.579  7.601
H  -2.748  3.927  6.534
H  -2.736  4.296  4.103
H  -0.487  5.801  2.774
H  -0.682  8.232  2.435
H  -2.337  9.138  0.850
H  -3.858  7.628  -0.363
H  -4.694  5.362  -0.793
H  -4.576  2.920  -0.404
H  -3.684  -0.040  -1.084
H  -5.827  -1.239  -1.437
H  -8.358  -1.231  -0.618
H  -8.568  -1.322  1.142
H  -7.670  -2.572  0.277
H  -7.101  -0.075  2.477
H  -4.970  1.124  2.822
O  3.599  -1.574  0.654
Cl  2.270  -1.947  0.541
O  2.069  -3.344  0.601
O  1.459  -1.297  1.535
O  1.719  -1.497  -0.753
C  -2.843  -2.882  1.567
C  -1.861  -1.923  1.392
N  -1.045  -1.951  0.346
C  -1.066  -2.972  -0.491
C  -1.999  -4.003  -0.376
C  -2.937  -3.915  0.650
C  -2.011  -5.096  -1.351
C  -1.000  -5.949  -1.529
C  0.179  -6.002  -0.670
C  1.362  -6.610  -1.112
C  2.384  -6.676  -0.176
N  2.230  -6.216  1.042
C  1.106  -5.638  1.394
N  0.092  -5.532  0.568
H  -3.524  -2.811  2.400
H  -1.717  -1.112  2.088
H  -0.331  -2.956  -1.280
H  -3.714  -4.658  0.729
H  -2.900  -5.180  -1.962
H  -1.042  -6.694  -2.310
H  1.466  -7.002  -2.112
H  3.339  -7.134  -0.405
H  0.997  -5.271  2.402

Output
Total charge: +2
Spin multiplicity: 3
Orbital gap (alpha / beta): 5.9 / 2.6 eV
Strongest force on any atom: 0.0381 hartree/bohr
Calculated total energy: -3742.849800 Ha
Energy relative to the best compared isomer or geometry (same formula, charge and spin): 16.5 kcal/mol


# 6
ORCA calculation (ωB97M-V with the def2-TZVPD basis set) on a cluster of 2 separate species, C18H12NO6S in total in a non-equilibrium geometry.

Geometry (Å):
O  4.375  -0.992  2.946
C  4.131  -1.375  1.788
O  4.373  -2.572  1.381
C  3.504  -0.373  0.760
C  4.345  0.760  0.322
C  3.823  1.752  -0.600
C  2.459  1.658  -1.147
C  1.853  2.713  -2.139
S  2.077  4.456  -1.545
O  0.751  5.105  -1.528
O  2.634  4.531  -0.195
C  1.658  0.516  -0.723
C  2.141  -0.510  0.246
C  1.158  -1.666  0.656
O  1.521  -2.781  0.901
C  -0.347  -1.223  0.745
C  -1.296  -1.744  1.714
C  -2.667  -1.205  1.677
C  -3.116  -0.182  0.745
C  -2.158  0.337  -0.250
C  -0.818  -0.214  -0.216
C  0.216  0.282  -1.263
O  -0.120  0.427  -2.422
H  5.390  0.891  0.690
H  4.471  2.602  -0.920
H  2.229  2.587  -3.188
H  0.735  2.583  -2.197
H  2.922  5.058  -2.460
H  -0.993  -2.524  2.443
H  -3.407  -1.606  2.412
H  -4.140  0.252  0.721
H  -2.486  1.121  -0.965
C  -6.045  -3.487  0.566
C  -5.682  -2.387  -0.323
N  -5.396  -1.522  -1.022
H  -5.715  -4.447  0.167
H  -5.592  -3.369  1.551
H  -7.125  -3.545  0.707

Output
Total charge: -1
Orbital gap: 6.4 eV
Strongest force on any atom: 0.0778 hartree/bohr
Calculated total energy: -1597.452318 Ha


# 7
ORCA calculation (ωB97M-V with the def2-TZVPD basis set) on a cluster of 4 separate species, CH10O3S in total in a non-equilibrium geometry.

Geometry (Å):
C  -2.014  0.149  0.913
S  -3.170  0.592  -0.362
H  -2.360  -0.497  1.720
H  -1.201  -0.441  0.483
H  -1.629  1.028  1.430
H  -2.305  1.256  -1.175
O  3.370  2.036  0.200
H  4.290  2.145  0.047
H  3.254  1.918  1.157
O  0.704  -3.259  1.729
H  1.628  -3.142  1.854
H  0.462  -2.328  1.671
O  2.978  -0.004  -2.270
H  2.393  -0.698  -2.616
H  2.401  0.493  -1.652

Output
Total charge: 0
Orbital gap: 9.3 eV
Strongest force on any atom: 0.0323 hartree/bohr
SMILES string: CS.O.O.O
Calculated total energy: -667.969947 Ha
Energy relative to the best compared isomer or geometry (same formula, charge and spin): 16.8 kcal/mol


# 8
ORCA calculation (ωB97M-V with the def2-TZVPD basis set) on a cluster of 2 separate species, C5H15NO2 in total in a non-equilibrium geometry.

Geometry (Å):
C  -2.468  -0.104  1.585
C  -1.453  0.568  0.647
C  -1.009  -0.269  -0.565
C  0.540  -0.344  -0.680
N  1.123  0.172  -1.933
C  1.050  -1.753  -0.414
O  2.474  -1.874  -0.617
H  -2.304  -1.172  1.614
H  -3.490  0.049  1.246
H  -2.373  0.248  2.615
H  -0.583  0.950  1.186
H  -1.909  1.508  0.335
H  -1.407  0.165  -1.474
H  -1.368  -1.296  -0.486
H  0.958  0.298  0.104
H  1.515  -0.570  -2.489
H  0.513  0.754  -2.475
H  0.656  -2.480  -1.124
H  0.806  -1.937  0.639
H  2.907  -1.047  -0.353
O  1.701  3.025  0.931
H  2.349  2.660  1.548
H  1.773  2.448  0.161

Output
Total charge: 0
Orbital gap: 10.0 eV
Strongest force on any atom: 0.0240 hartree/bohr
SMILES string: CCC[C@H](N)CO.O
Calculated total energy: -404.711626 Ha
Energy relative to the best compared isomer or geometry (same formula, charge and spin): 27.3 kcal/mol